The following is a DFT calculation (ωB97M-V/def2-TZVPD) of the ion C5H12N with charge +1 in a non-equilibrium geometry.

XYZ file:
```
18
Properties=species:S:1:pos:R:3:mulliken_charge:R:1
C 0.434 -0.813 -1.668 -1.1274
C -0.344 0.126 -1.082 0.4603
N 0.019 1.479 -1.522 -0.2565
C -1.119 -0.183 0.141 -0.7349
C -0.283 0.238 1.436 -0.3709
C 0.676 -0.903 1.754 -1.0322
H 1.191 -0.512 -2.330 0.2914
H 0.286 -1.867 -1.462 0.3498
H -0.308 2.249 -0.840 0.3994
H 1.011 1.498 -1.518 0.3795
H -0.277 1.628 -2.497 0.3932
H -2.206 0.208 0.198 0.3382
H -1.326 -1.300 0.160 0.3522
H -0.932 0.531 2.267 0.3723
H 0.430 1.127 1.440 0.3076
H 1.349 -0.491 2.673 0.3049
H 0.115 -1.848 2.004 0.3109
H 1.284 -1.166 0.845 0.2621
```

Output
**Energy**: -6861.3203 eV
**ΔE to the lowest compared entry with this formula, charge and spin**: 2.238 eV
**HOMO-LUMO gap**: 10.7 eV
**SMILES**: C=C([NH3+])CCC
**Charge**: +1